1.
{
  "formula": "C11H38N10O11",
  "method": "ωB97M-V with the def2-TZVPD basis set",
  "elements": ["N", "C", "N", "O", "H", "H", "H", "H", "N", "C", "N", "O", "H", "H", "H", "H", "N", "C", "N", "O", "H", "H", "H", "H", "N", "C", "N", "O", "H", "H", "H", "H", "N", "C", "N", "O", "H", "H", "H", "H", "O", "C", "C", "O", "H", "H", "H", "H", "H", "H", "O", "C", "C", "O", "H", "H", "H", "H", "H", "H", "O", "C", "C", "O", "H", "H", "H", "H", "H", "H"],
  "coordinates": [[-0.623397, -4.035432, -0.071121], [-1.646050, -4.314921, 0.781541], [-2.870904, -4.231155, 0.213445], [-1.383678, -4.794900, 1.886493], [-0.767747, -3.505106, -0.918665], [0.286184, -4.359591, 0.200579], [-2.944648, -3.838248, -0.708816], [-3.735524, -4.423552, 0.683190], [-3.393746, 1.815159, 3.737425], [-2.464543, 2.694488, 3.273118], [-1.653990, 3.206689, 4.235486], [-2.302910, 2.888877, 2.068989], [-3.594338, 1.819955, 4.719446], [-4.044635, 1.493362, 3.043861], [-1.862529, 3.102732, 5.210183], [-0.991700, 3.916557, 3.978548], [-0.531880, -2.717710, 3.744129], [0.409443, -2.296706, 4.628050], [1.391142, -1.589268, 3.973893], [0.456549, -2.596311, 5.813414], [-0.464377, -2.404742, 2.797213], [-1.364072, -3.151936, 4.097147], [2.153502, -1.219060, 4.511456], [1.347392, -1.369924, 2.993394], [3.975051, 0.190237, -0.558425], [5.241381, 0.615370, -0.868975], [6.138528, -0.384648, -1.071845], [5.625050, 1.777090, -0.705745], [3.318529, 0.962835, -0.494655], [3.617937, -0.719819, -0.776171], [5.781330, -1.295938, -0.864193], [7.049702, -0.037905, -1.311978], [-0.809959, 2.119706, -3.268857], [-1.978534, 2.665995, -2.851076], [-2.345600, 2.194032, -1.614190], [-2.574014, 3.557478, -3.448563], [-0.329369, 1.489539, -2.652869], [-0.421541, 2.492028, -4.116779], [-1.901916, 1.374848, -1.237791], [-3.102605, 2.594795, -1.091877], [1.057609, -0.274113, 1.306014], [-0.163566, 0.464610, 1.221611], [-1.126420, -0.296406, 0.279727], [-0.699361, -0.217651, -1.090644], [1.264426, -0.552422, 0.406444], [-0.502986, 0.530922, 2.252269], [0.000523, 1.439195, 0.755364], [-2.103206, 0.180553, 0.404937], [-1.211582, -1.352716, 0.536680], [-0.941170, -1.016087, -1.578995], [4.346989, 3.680874, 0.742802], [3.576888, 4.392314, -0.207051], [2.172407, 3.824494, -0.423830], [2.213132, 2.477514, -0.927089], [4.797562, 2.937445, 0.279660], [3.525243, 5.424277, 0.138572], [4.072963, 4.271721, -1.178370], [1.566422, 4.477583, -1.057253], [1.642646, 3.682196, 0.523291], [2.219558, 2.611060, -1.883770], [-3.989610, -3.005712, -3.875194], [-2.742283, -2.694179, -4.467207], [-1.689582, -1.990265, -3.601111], [-1.134359, -2.805077, -2.553253], [-3.862049, -3.871537, -3.473174], [-2.245235, -3.586909, -4.868438], [-2.936670, -2.087760, -5.352269], [-2.085355, -1.119499, -3.075976], [-0.900465, -1.585124, -4.240400], [-0.810002, -3.624184, -2.951767]],
  "forces_ev_per_a": [[0.2, 0.7, -0.6], [1.1, -2.1, 1.2], [-0.8, 0.6, -0.5], [-1.0, 0.7, -0.6], [0.2, -0.2, 0.3], [0.0, 0.2, 0.1], [0.0, 0.0, 0.0], [0.3, 0.0, 0.4], [0.0, 0.1, 0.0], [0.5, -0.4, -1.0], [0.2, 0.4, 0.2], [-0.1, 0.1, 0.6], [-0.4, -0.3, -0.1], [-0.2, 0.0, 0.3], [0.0, 0.0, 0.0], [-0.1, 0.0, -0.1], [-0.5, 0.1, 0.5], [1.0, -0.3, -0.3], [0.3, 0.2, 0.6], [-0.3, 0.4, -0.4], [-0.3, -0.2, -0.2], [0.1, -0.2, -0.2], [-0.1, -0.1, 0.0], [0.0, 0.2, 0.0], [0.0, 1.1, -0.3], [0.3, -0.3, 2.0], [-0.9, 0.8, -0.6], [-0.5, -0.3, -1.0], [-0.2, -0.2, 0.1], [0.2, -0.1, -0.2], [1.0, -0.4, -0.3], [0.3, -0.9, 0.2], [0.2, -0.3, -0.6], [-0.7, 1.2, 0.9], [-0.3, -0.2, -0.1], [0.3, -0.7, 0.2], [0.3, 0.0, -0.2], [0.1, -0.2, 0.1], [0.1, 0.1, -0.1], [0.0, 0.2, -0.3], [0.2, 0.0, -0.2], [0.2, -1.1, -1.3], [-0.4, 0.3, 0.8], [0.5, 0.3, 0.2], [0.1, 0.1, 0.0], [-0.5, 0.2, -0.2], [0.0, 0.2, 0.4], [-0.2, -0.1, -0.2], [0.0, 0.0, 0.3], [0.1, 0.0, 0.5], [-0.3, -0.2, 0.0], [0.1, -1.0, -0.1], [-0.1, -0.3, 1.5], [-0.1, 0.6, -1.0], [-0.2, 0.4, 0.2], [-0.1, 0.1, -0.3], [0.1, 0.7, -0.1], [0.1, -0.1, -0.1], [0.1, 0.5, 0.1], [0.1, -0.5, 0.0], [0.8, -0.2, 0.3], [0.7, 0.2, -0.3], [-0.6, 0.5, 0.1], [-0.3, -0.2, -0.7], [-0.4, 0.1, 0.1], [-0.2, -0.2, 0.0], [0.0, 0.3, 0.2], [-0.4, -0.1, -0.2], [0.1, -0.3, -0.1], [0.1, 0.1, 0.0]],
  "spin_multiplicity": 1,
  "e_homo_ev": -9.3,
  "gap_ev": 8.85,
  "smiles": "NC(N)=O.NC(N)=O.NC(N)=O.NC(N)=O.NC(N)=O.OCCO.OCCO.OCCO",
  "e_lumo_ev": -0.431
}

=====

2.
{
  "formula": "C11H39NO9",
  "method": "ωB97M-V with the def2-TZVPD basis set",
  "elements": ["C", "C", "C", "C", "C", "C", "C", "C", "C", "N", "O", "H", "H", "H", "H", "H", "H", "H", "H", "H", "H", "H", "H", "H", "H", "H", "H", "H", "H", "H", "C", "O", "H", "H", "H", "H", "C", "O", "H", "H", "H", "H", "O", "H", "H", "O", "H", "H", "O", "H", "H", "O", "H", "H", "O", "H", "H", "O", "H", "H"],
  "coordinates": [[2.347766, -1.877112, 1.758088], [1.251081, -1.925691, 0.677553], [0.863635, -0.586604, 0.152078], [1.753666, -2.690075, -0.668827], [1.636871, -4.203229, -0.597796], [0.197129, -4.566376, -0.238192], [-0.335284, -3.994019, 1.106241], [-1.921051, -4.071339, 1.094280], [0.301544, -4.797254, 2.301532], [-0.002862, -2.583847, 1.311051], [-0.467097, -1.844287, 2.357954], [3.278739, -1.418857, 1.424340], [2.104769, -1.478894, 2.743216], [2.782115, -2.870055, 1.874326], [1.654821, -0.176791, -0.475764], [-0.016748, -0.602780, -0.490394], [0.853191, 0.176757, 0.930071], [1.247824, -2.422126, -1.596421], [2.820338, -2.570301, -0.858432], [1.930932, -4.694448, -1.525338], [2.396631, -4.586135, 0.083551], [-0.015698, -5.630338, -0.342090], [-0.492426, -4.204764, -1.000974], [-2.123304, -5.124278, 0.898048], [-2.325726, -3.411081, 0.327211], [-2.328308, -3.925052, 2.094703], [0.254414, -5.881412, 2.199159], [-0.287353, -4.532701, 3.179783], [1.298688, -4.461498, 2.586261], [0.126685, -2.116334, 3.061524], [-2.867163, 2.334260, -3.299539], [-4.025272, 3.170588, -3.221815], [-2.029003, 2.744979, -3.862475], [-2.455918, 1.888987, -2.393613], [-3.147933, 1.372367, -3.728537], [-4.232171, 3.236170, -2.286673], [1.761634, 4.220822, -2.294695], [1.138225, 4.470018, -1.099790], [0.990623, 4.241153, -3.064902], [2.445006, 5.027099, -2.561182], [2.295602, 3.270590, -2.300889], [1.345613, 3.708460, -0.553325], [2.097370, 3.014880, 0.802929], [3.032803, 2.871240, 0.659577], [1.934354, 2.674581, 1.682618], [-0.521936, 2.457030, -0.493023], [0.217757, 2.702443, 0.062733], [-0.793875, 1.599594, -0.165791], [1.052585, 5.317150, 2.352255], [1.078457, 4.410830, 2.045412], [1.959504, 5.518402, 2.582943], [-2.987625, 3.657917, -0.213582], [-3.370502, 3.632582, 0.663335], [-2.166198, 3.173523, -0.130889], [-2.403512, -0.458310, 0.255239], [-3.326450, -0.712024, 0.248306], [-1.964969, -1.161299, 0.734531], [-1.294570, 5.203161, -1.835695], [-2.026535, 4.675023, -1.517070], [-0.520883, 4.808704, -1.433132]],
  "forces_ev_per_a": [[1.2, -0.8, -0.9], [-0.6, -1.6, -0.5], [0.6, 1.6, -0.1], [0.1, -1.1, 1.0], [-0.5, -0.3, 0.6], [-0.5, 0.6, -0.1], [-0.2, -0.4, 1.5], [1.8, -1.3, 0.5], [-1.2, 0.4, 0.2], [2.0, 0.8, -5.1], [-0.2, -0.6, 0.8], [-0.2, 0.9, -0.2], [-0.3, 0.1, -0.2], [-0.6, -0.5, 0.4], [0.3, -0.3, -0.3], [-0.2, 0.0, 0.4], [-0.8, 0.0, 0.3], [-0.4, 0.7, 0.4], [0.1, 1.0, 0.3], [-0.2, 0.3, -0.3], [-0.3, -0.2, 0.6], [0.3, -0.3, 0.8], [0.2, 0.6, -0.4], [-0.4, 0.0, -0.4], [0.0, -0.1, 0.2], [0.0, 0.6, -0.1], [0.1, 0.0, -0.1], [-0.2, -0.2, 0.2], [0.2, -0.2, -0.6], [-0.1, 0.3, 1.0], [-0.2, -1.4, -0.3], [1.0, -0.4, 0.3], [-0.3, 0.4, 0.0], [-0.1, 1.1, 0.8], [-0.3, 0.1, -1.0], [0.0, 0.3, 0.2], [0.1, 0.4, -2.0], [0.2, 0.1, 1.5], [0.1, -0.4, -0.4], [0.3, 0.0, 0.1], [0.0, -0.1, -0.1], [0.0, 0.8, 0.1], [0.1, -0.5, 0.6], [0.4, 0.0, -0.2], [0.0, -0.4, 0.3], [-0.3, -0.2, 0.0], [0.0, -0.1, 0.2], [-0.2, -0.7, 0.1], [-0.3, 0.1, 0.3], [0.0, 0.2, -0.3], [0.2, 0.1, 0.0], [-0.9, 0.0, 0.0], [-0.2, 0.2, 0.1], [0.7, -0.2, -0.1], [0.0, 0.4, -0.2], [-0.3, 0.1, -0.1], [0.4, -0.3, 0.3], [-0.4, 0.4, -0.6], [-0.3, 0.1, 0.0], [0.4, 0.0, 0.2]],
  "spin_multiplicity": 1,
  "e_homo_ev": -8.6,
  "gap_ev": 8.11,
  "smiles": "CC1(C)CCCC(C)(C)N1O.CO.CO.O.O.O.O.O.O",
  "e_lumo_ev": -0.477
}

=====

3.
{
  "formula": "C11H3BF5MoN3S3",
  "method": "ωB97M-V with the def2-TZVPD basis set",
  "elements": ["Mo", "F", "C", "C", "F", "C", "F", "C", "S", "C", "F", "C", "F", "S", "C", "C", "N", "C", "S", "C", "N", "B", "C", "N", "H", "H", "H"],
  "coordinates": [[-0.238357, 0.169856, -1.608701], [1.154776, 1.604607, -4.355321], [0.246436, 1.698410, -3.410748], [-1.051958, 1.199836, -3.631851], [-1.335076, 0.668824, -4.798764], [-2.029958, 1.341309, -2.630669], [-3.256919, 0.936234, -2.873367], [-1.716410, 1.917555, -1.370084], [-2.838044, 1.684243, 0.006223], [-0.448495, 2.496900, -1.211612], [-0.164908, 3.238557, -0.152337], [0.536879, 2.392328, -2.220960], [1.700068, 3.005669, -2.067849], [-0.557947, -3.077143, -0.178689], [-1.257510, -1.707980, -1.113576], [-1.900820, -0.557438, -0.611006], [-2.910958, -0.034181, -0.056000], [-1.030157, -1.634593, -2.581444], [0.584030, -1.661768, -3.154032], [-2.158020, -1.700274, -3.465690], [-3.041414, -1.779405, -4.197297], [1.393968, 0.225014, 0.640397], [1.120558, -1.290300, 0.866021], [0.585923, -2.318559, 0.787845], [1.207531, -0.167787, -0.592188], [0.614541, 0.885674, 1.246572], [2.524343, 0.549090, 0.458490]],
  "forces_ev_per_a": [[-1.5, -0.1, -3.0], [0.0, 0.0, 0.0], [-0.1, 0.5, 0.3], [0.3, -0.1, 0.2], [0.0, 0.0, 0.0], [0.2, -0.1, 0.4], [0.0, -0.1, 0.0], [0.1, 0.3, 0.2], [-0.1, -0.3, 0.1], [-0.2, 0.1, 0.6], [0.0, -0.1, 0.0], [0.2, -0.4, -0.1], [0.1, -0.1, -0.1], [-0.4, -0.1, 0.0], [0.9, -0.1, 0.1], [-0.2, 0.3, 0.2], [0.0, 0.2, -0.1], [0.2, 0.1, 0.8], [0.4, -0.2, 0.4], [-0.1, 0.1, -0.1], [0.0, -0.1, 0.1], [0.1, -0.5, -0.4], [0.0, 0.6, 0.5], [-0.1, -0.5, -0.2], [0.3, 0.3, -0.2], [0.1, 0.1, 0.0], [0.1, 0.1, 0.3]],
  "spin_multiplicity": 1,
  "e_homo_ev": -8.1,
  "gap_ev": 6.63,
  "e_lumo_ev": -1.442
}